59
Properties=species:S:1:pos:R:3:forces:R:3:mulliken_charge:R:1 method="wB97M-V/def2-TZVPD" homo_energy_ha=-0.2260 total_energy_ha=-9390.89113 orbital_gap_ev=8.236 total_charge=-1 fmax_ev_per_a=1.27
Cl 3.3586 5.4578 3.3831 0.0412 -0.0014 -0.1381 -0.1586
Br -1.9385 1.6339 -0.8512 0.0356 0.1150 0.1531 -0.0660
C -4.7930 -5.5398 -1.4398 -0.1734 0.5382 -0.1465 -0.5521
H 1.0136 5.2102 0.3042 0.0337 0.0735 -0.0165 -0.0232
Cl 4.8066 -3.4962 -0.8600 0.0065 0.0310 0.0060 -0.1363
H -3.2925 -6.9918 -1.0958 0.1275 -0.1369 0.0003 0.3699
N -4.5751 -2.5628 -3.5997 0.4291 -0.1041 0.5669 -0.3320
H -3.9379 -0.4812 -0.9739 0.1033 0.2504 0.1302 0.4561
Cl 0.3023 6.8584 1.8316 -0.0288 0.0168 0.0762 -0.1453
C -3.5460 -6.0961 -1.6425 0.0299 -0.8176 0.5523 -0.3845
C 3.9650 3.8340 3.7372 -0.0076 -0.1155 0.0041 -0.1054
Cl 3.7864 -6.1953 -0.3454 0.0083 -0.0442 0.0223 -0.1797
H 0.0898 6.1642 5.7464 -0.0399 0.0452 0.0620 0.2774
H -1.6604 -5.9601 -2.6666 0.1140 -0.2019 0.0920 0.4302
H -5.5138 -5.9725 -0.7661 0.0026 -0.2222 0.1279 0.3824
I -0.0110 -2.6124 -1.6045 -0.0935 -0.0474 -0.0347 0.0492
C 3.4124 -0.5929 1.9379 0.1625 0.0566 0.1620 0.1132
H 5.6838 -5.1430 0.5627 0.0095 -0.0458 -0.0860 0.2896
C -3.5334 -1.1583 -1.7164 0.1325 -0.2161 0.1063 0.2565
H -1.2496 -0.9574 0.1316 -0.2650 -0.4603 -0.1284 0.5166
C -0.6592 -0.7607 -0.7628 0.4659 0.8317 0.8439 -0.1039
C -4.6877 -1.4768 -2.6235 -0.6876 -0.1555 -0.3146 -0.1851
O -5.7142 -0.8550 -2.5787 0.0606 0.0949 -0.0398 -0.5215
H -3.8807 -2.3156 -4.2967 0.0228 0.0502 -0.0335 0.4380
C 0.0558 5.6471 0.5626 0.1076 -0.1482 0.0147 0.1293
H 3.1286 3.1475 3.7578 -0.0347 -0.0054 0.0369 0.2423
H 1.6297 6.5550 4.9483 0.0226 0.0674 0.0469 -0.2847
C 4.6843 -4.8136 0.3056 0.0615 0.0453 0.0730 0.0043
C -2.6365 -5.5327 -2.5071 0.1302 0.2971 -0.3387 -0.7721
C 0.9303 6.8469 5.7211 -0.0290 -0.0479 -0.0451 0.3646
H -2.0146 -1.1516 -3.2774 0.4453 -0.2575 0.1571 0.3612
H 3.8874 2.5076 -2.1891 0.0939 0.1280 0.0155 0.3292
Cl 4.7938 3.7682 5.2991 -0.0011 -0.0284 -0.0081 -0.1751
Cl 3.0551 -2.2803 2.3733 0.0085 0.0896 -0.0326 -0.2076
H -2.8560 0.3388 -3.0511 0.0392 0.1512 -0.1492 0.3053
N -1.3203 0.0989 -1.7293 0.1087 -0.8409 -0.6667 -0.0609
C -5.1229 -4.3741 -2.1058 0.0701 -0.0490 0.0890 -0.1541
H 4.1688 -4.4460 1.1831 -0.1017 0.0492 -0.0405 0.0076
Cl 2.6228 4.4780 -1.9175 0.0534 0.0102 0.0226 -0.1833
H -6.0796 -3.8920 -1.9876 -0.1881 0.0155 0.0592 0.4638
O 1.3158 0.4749 -1.1450 0.4750 0.4131 -0.4892 -0.8554
H 2.3114 2.1788 -1.4341 -0.0442 -0.0612 0.2098 -0.0493
C -2.4013 -0.4890 -2.5100 -0.8462 0.6633 0.1252 -1.0487
Cl 1.7570 6.7860 7.2837 0.0079 -0.0449 -0.0011 -0.1746
C -4.1964 -3.7916 -2.9533 -0.2215 0.7813 -0.6684 0.0756
C 0.6596 -0.0742 -0.2580 0.1554 0.0268 0.2259 0.1991
H -0.6166 4.8850 0.9370 -0.0684 0.0540 0.0053 0.1961
Cl 4.4018 0.1849 3.2001 0.1676 0.0590 -0.0007 -0.2262
O 0.9159 -0.1616 0.9611 -1.0347 -0.1364 -0.2918 -0.8789
H 2.4751 -0.0552 1.8320 0.0290 -0.1710 0.0171 0.2148
Cl 0.3257 8.4710 5.3607 -0.0167 -0.0063 -0.0413 -0.1726
C -2.9601 -4.3650 -3.1749 -0.1120 -0.3181 0.0716 -0.2040
H 4.6625 3.5504 2.9604 0.0602 0.0422 -0.0109 0.1733
C 3.1662 2.8496 -1.4572 -0.0754 -0.1414 -0.1017 0.1469
H -3.1678 -2.0411 -1.1943 0.0399 -0.2259 -0.1193 0.2065
Cl -0.6436 6.3641 -0.8908 -0.0329 -0.0204 -0.0517 -0.1695
H -2.2572 -3.9076 -3.8506 0.1489 0.1535 -0.0738 0.4070
H 3.9512 -0.5801 0.9986 0.1449 -0.0767 0.0501 0.2144
Cl 3.9485 2.8323 0.1372 -0.0525 -0.0017 -0.0562 -0.1097